(1)
The following is a quantum chemistry calculation of C3HIN2O2S as an isolated structure, from OMol25.

Structure (ORCA input):
```
! RIJCOSX wB97M-V def2-TZVPD def2/J DEFGRID3
* xyz 0 1
I -3.377 0.921 -0.459
S 0.641 -0.738 2.165
O 0.375 0.608 1.831
O -0.509 -1.562 2.176
N 1.699 -1.414 0.208
N -1.745 0.296 -1.428
C -0.622 0.570 -1.220
C 1.332 -0.537 -0.450
C 0.717 0.529 -1.148
H 1.488 1.326 -1.675
*
```

HOMO = -9.615 eV
Gap between HOMO and LUMO = 8.19 eV
Total energy = -1070.6794 Ha
Largest force on an atom = 3.58 eV Å⁻¹

(2)
The following is a quantum chemistry calculation of an isolated ion of composition C3HINOS2 and charge -1, from OMol25.

Structure (ORCA input):
```
! RIJCOSX wB97M-V def2-TZVPD def2/J DEFGRID3
* xyz -1 1
I 0.937 2.357 -0.404
S -0.900 -1.245 -2.775
S -1.121 0.287 2.397
O 1.465 -0.602 -0.396
N -1.379 -0.371 -0.203
C 0.967 0.094 0.496
C -1.020 -0.848 -1.279
C -0.592 0.132 0.826
H 1.643 0.196 1.337
*
```

HOMO = -4.376 eV
Gap between HOMO and LUMO = 6.79 eV
Total energy = -1339.0273 Ha
Largest force on an atom = 1.99 eV Å⁻¹

(3)
The following is a quantum chemistry calculation of C3HLaO as an isolated structure, from OMol25.

Structure (ORCA input):
```
! RIJCOSX wB97M-V def2-TZVPD def2/J DEFGRID3
* xyz 3 2
La -3.009 2.107 0.964
O -0.766 0.843 0.345
C 1.321 -0.803 -0.439
C -0.151 -0.107 -0.091
C 0.277 -1.420 0.029
H 2.327 -0.620 -0.808
*
```

HOMO (alpha / beta) = -20.306 / -25.524 eV
Gap between HOMO and LUMO (alpha / beta) = 4.39 / 10.77 eV
Total energy = -220.2614 Ha
Largest force on an atom = 3.07 eV Å⁻¹

(4)
The following is a quantum chemistry calculation of C3HLiO4Tl as an isolated structure, from OMol25.

Structure (ORCA input):
```
! RIJCOSX wB97M-V def2-TZVPD def2/J DEFGRID3
* xyz 4 2
Tl 0.303 2.370 0.063
O -2.940 -0.377 0.039
O 0.443 -0.580 -0.040
O 2.563 -0.985 -0.029
O 1.892 1.151 0.003
C -0.543 0.314 0.026
C 1.699 -0.048 -0.105
C -1.819 -0.157 0.028
Li -5.062 -1.052 -0.102
H 3.464 -0.638 0.118
*
```

HOMO (alpha / beta) = -28.161 / -30.712 eV
Gap between HOMO and LUMO (alpha / beta) = 4.58 / 7.21 eV
Total energy = -593.7196 Ha
Largest force on an atom = 7.41 eV Å⁻¹

(5)
The following is a quantum chemistry calculation of C3HMgO4Tl as an isolated structure, from OMol25.

Structure (ORCA input):
```
! RIJCOSX wB97M-V def2-TZVPD def2/J DEFGRID3
* xyz 1 2
Tl -3.062 3.027 0.595
Mg 4.891 0.481 -0.075
O 1.062 0.886 -0.032
O 2.987 -0.297 -0.058
O -1.624 1.255 -0.098
O 0.612 -1.514 -0.076
C -0.659 -0.979 -0.202
C -0.801 0.307 -0.102
C 1.796 -0.117 -0.035
H -0.480 -2.283 -0.301
*
```

HOMO (alpha / beta) = -10.836 / -10.832 eV
Gap between HOMO and LUMO (alpha / beta) = 7.22 / 6.30 eV
Total energy = -788.0338 Ha
Largest force on an atom = 4.81 eV Å⁻¹

(6)
The following is a quantum chemistry calculation of the molecule C3HN3O, from OMol25.

Structure (ORCA input):
```
! RIJCOSX wB97M-V def2-TZVPD def2/J DEFGRID3
* xyz 0 1
O 1.720 -0.121 0.007
N -2.391 1.039 1.531
N 0.774 -0.059 1.081
N -0.352 -0.112 -0.919
C -0.375 -0.098 0.504
C 0.942 -0.291 -1.108
C -1.413 0.513 1.181
H 1.096 -0.871 -2.277
*
```

HOMO = -11.519 eV
Gap between HOMO and LUMO = 11.05 eV
Total energy = -354.3032 Ha
Largest force on an atom = 4.66 eV Å⁻¹

(7)
The following is a quantum chemistry calculation of the molecule C3HN3O3, from OMol25.

Structure (ORCA input):
```
! RIJCOSX wB97M-V def2-TZVPD def2/J DEFGRID3
* xyz 0 1
O -2.000 -0.990 -0.536
O 0.379 1.020 0.629
O -1.319 2.128 -0.347
N 1.233 -0.858 -0.988
N 1.355 -1.112 0.351
N 0.134 -0.702 -1.471
C 0.987 -0.154 1.068
C -0.994 -0.318 -0.726
C -0.739 1.071 -0.229
H 0.964 -0.084 2.250
*
```

HOMO = -10.711 eV
Gap between HOMO and LUMO = 9.36 eV
Total energy = -504.7878 Ha
Largest force on an atom = 3.86 eV Å⁻¹

(8)
The following is a quantum chemistry calculation of the molecule C3HN3S2, from OMol25.

Structure (ORCA input):
```
! RIJCOSX wB97M-V def2-TZVPD def2/J DEFGRID3
* xyz 0 1
S 1.093 0.130 -2.395
S -0.258 -1.537 1.086
N 0.888 -1.297 -1.500
N -0.580 1.152 0.811
N 0.434 1.304 -1.453
C -0.733 0.163 1.597
C -0.057 1.036 -0.350
C 0.341 -1.228 -0.385
H -1.128 0.276 2.588
*
```

HOMO = -7.968 eV
Gap between HOMO and LUMO = 7.26 eV
Total energy = -1075.4319 Ha
Largest force on an atom = 4.27 eV Å⁻¹

(9)
The following is a quantum chemistry calculation of the molecule C3HNO2, from OMol25.

Structure (ORCA input):
```
! RIJCOSX wB97M-V def2-TZVPD def2/J DEFGRID3
* xyz 0 1
O 1.843 0.272 -0.492
O -0.442 -1.500 0.864
N -2.028 0.402 -1.500
C -0.269 -0.487 0.239
C 1.008 0.349 0.371
C -1.245 -0.010 -0.756
H 1.133 0.974 1.274
*
```

HOMO = -11.005 eV
Gap between HOMO and LUMO = 9.72 eV
Total energy = -320.0923 Ha
Largest force on an atom = 1.09 eV Å⁻¹

(10)
The following is a quantum chemistry calculation of the molecule C3HNO2, from OMol25.

Structure (ORCA input):
```
! RIJCOSX wB97M-V def2-TZVPD def2/J DEFGRID3
* xyz 0 1
O 0.255 1.730 -0.555
O -1.657 -0.553 -0.376
N 2.625 -0.633 0.330
C 0.338 0.600 -0.128
C -0.805 -0.116 0.494
C 1.636 -0.074 0.115
H -2.392 -0.953 0.120
*
```

HOMO = -10.032 eV
Gap between HOMO and LUMO = 9.00 eV
Total energy = -320.0244 Ha
Largest force on an atom = 1.12 eV Å⁻¹

(11)
The following is a quantum chemistry calculation of C3HNO2 as an isolated structure, from OMol25.

Structure (ORCA input):
```
! RIJCOSX wB97M-V def2-TZVPD def2/J DEFGRID3
* xyz 0 1
O 0.637 -1.560 -2.013
O 0.491 -0.208 1.167
N -1.666 2.370 0.586
C -0.971 1.443 0.508
C 0.700 -1.242 -0.915
C -0.158 0.288 0.227
H 0.967 -1.091 0.441
*
```

HOMO = -10.112 eV
Gap between HOMO and LUMO = 9.13 eV
Total energy = -320.0119 Ha
Largest force on an atom = 1.40 eV Å⁻¹

(12)
The following is a quantum chemistry calculation of the molecule C3HNS, from OMol25.

Structure (ORCA input):
```
! RIJCOSX wB97M-V def2-TZVPD def2/J DEFGRID3
* xyz 0 1
S 1.705 -1.084 -1.708
N -1.130 -0.417 2.067
C 0.703 -0.278 -0.846
C -0.130 0.431 -0.126
C -0.669 -0.043 1.084
H -0.479 1.392 -0.470
*
```

HOMO = -9.393 eV
Gap between HOMO and LUMO = 8.33 eV
Total energy = -567.7987 Ha
Largest force on an atom = 1.04 eV Å⁻¹

Please write out number 10 again, unchanged.
The following is a quantum chemistry calculation of the molecule C3HNO2, from OMol25.

Structure (ORCA input):
```
! RIJCOSX wB97M-V def2-TZVPD def2/J DEFGRID3
* xyz 0 1
O 0.255 1.730 -0.555
O -1.657 -0.553 -0.376
N 2.625 -0.633 0.330
C 0.338 0.600 -0.128
C -0.805 -0.116 0.494
C 1.636 -0.074 0.115
H -2.392 -0.953 0.120
*
```

HOMO = -10.032 eV
Gap between HOMO and LUMO = 9.00 eV
Total energy = -320.0244 Ha
Largest force on an atom = 1.12 eV Å⁻¹

Question: Number 1 is which compound?
Answer: C3HIN2O2S

Question: Look up the largest force on an atom of the eighth one.
Answer: 4.27 eV Å⁻¹